{
  "formula": "C28H26BF6KN10O2Sb2Se4",
  "method": "the ωB97M-V functional and the def2-TZVPD basis",
  "lumo_ev": [0.26, 0.15],
  "e_above_lowest_kcal_mol": 143.1,
  "charge": -2,
  "orbital_gap_ev": [2.087, 1.983],
  "energy_ha": -13090.99325,
  "species": ["Sb", "Sb", "Se", "Se", "Se", "Se", "K", "F", "F", "F", "F", "F", "F", "O", "O", "N", "N", "N", "N", "N", "N", "N", "N", "N", "N", "C", "C", "C", "C", "C", "C", "C", "C", "C", "C", "C", "C", "C", "C", "C", "C", "C", "C", "C", "C", "C", "C", "C", "C", "C", "C", "C", "C", "B", "H", "H", "H", "H", "H", "H", "H", "H", "H", "H", "H", "H", "H", "H", "H", "H", "H", "H", "H", "H", "H", "H", "H", "H", "H", "H"],
  "xyz": [[0.85427, 5.90241, -1.83515], [3.78994, -2.81540, 2.95709], [2.36986, -4.73320, 3.58011], [2.49162, -0.68017, 2.11493], [5.33372, -3.40136, 1.10270], [4.99212, -2.17139, 5.01921], [-0.23458, -0.34984, 0.33547], [0.15769, 4.92728, -3.71947], [3.21825, 5.12915, -1.18970], [1.04089, 3.13590, -1.05099], [0.75394, 7.10206, -0.11980], [-0.14601, 7.46604, -2.64066], [-0.81336, 5.17430, -1.07311], [-0.43137, 0.87529, -1.58754], [1.14839, -1.13773, 3.29795], [-2.76090, -0.67306, -0.64438], [-2.67166, -0.27409, 0.62289], [0.23325, -2.07201, -1.55232], [-0.99345, -1.84215, -2.00867], [-1.14991, -2.61783, 0.99705], [-1.93053, -2.98163, -0.02169], [1.45898, 1.51696, 2.65667], [-4.56881, -2.14249, -2.17331], [2.81906, 1.25775, 0.04443], [-3.32980, -2.62495, -2.09174], [-3.14874, -3.60714, -2.99826], [-2.16169, -4.30973, 0.02369], [1.12303, 1.07348, 6.23868], [-5.17842, -2.80760, -3.13472], [1.23822, 0.70039, 4.89382], [-1.51266, -4.81958, 1.12260], [0.85526, -1.58976, 5.56991], [-2.98509, 1.00690, 0.64614], [0.70513, -1.18665, 6.87901], [2.37598, 2.78788, -2.95751], [1.11479, -0.66375, 4.55628], [1.59171, 2.60375, 1.74071], [-0.89752, -3.70429, 1.69766], [-3.14894, 0.35119, -1.42709], [0.85249, 0.15071, 7.22311], [-3.30495, 1.46378, -0.63450], [1.52272, 2.16119, -1.91516], [1.06259, -1.93122, -2.57042], [-4.32157, -3.75960, -3.69861], [0.03973, 1.42884, -3.83217], [2.33396, 1.14889, -1.10310], [0.89845, 2.00675, -4.69764], [2.82634, 2.45380, 0.84257], [1.43183, 1.73292, 3.90920], [0.28307, 1.41788, -2.41410], [0.36045, -1.58616, -3.72833], [2.09598, 2.65929, -4.26032], [-0.95288, -1.53570, -3.31377], [-2.27578, -2.02826, -1.14987], [1.67484, 3.57115, 2.25548], [-6.19572, -2.58228, -3.39366], [2.72155, 3.13296, -5.00026], [2.90796, 3.36255, 0.24340], [0.49362, -1.92193, 7.63857], [-4.52413, -4.44598, -4.49698], [-1.46379, -5.83829, 1.45295], [-3.01043, 1.54905, 1.57734], [-3.31277, 0.23246, -2.47891], [0.65803, 2.03681, -5.75210], [0.76097, 0.46280, 8.25346], [0.74587, -1.40755, -4.71262], [2.11493, -2.11692, -2.45600], [0.77233, -2.63500, 5.31179], [1.51272, 2.75587, 4.30576], [1.23002, 2.11908, 6.49512], [3.19740, 3.37889, -2.58879], [-0.30853, -3.65746, 2.59250], [0.68672, 2.61813, 1.13001], [-0.90244, 1.01467, -4.15547], [3.70957, 2.36192, 1.48576], [2.46888, 0.20255, -1.61680], [-3.57584, 2.45735, -0.93485], [-2.77025, -4.81110, -0.70406], [-1.83960, -1.31616, -3.87701], [-2.20702, -4.11164, -3.10240]],
  "forces_ev_per_a": [[-1.43, 1.56, -0.26], [0.19, 1.04, 0.76], [-0.04, -0.20, 0.09], [0.06, -0.26, 0.49], [0.17, -0.08, -0.10], [-0.47, -0.57, -0.86], [1.47, 0.21, 1.75], [0.25, -0.12, 0.45], [0.24, -0.60, 0.17], [-0.03, -0.35, -0.09], [0.25, -0.49, -0.47], [0.44, -0.42, 0.19], [0.23, -0.20, -0.05], [0.24, 0.94, -1.30], [0.16, -0.25, -0.64], [-0.39, -0.07, -0.57], [-0.62, -0.14, 1.36], [0.75, -0.70, 0.60], [-0.28, -0.22, -0.66], [0.27, -0.05, 0.54], [-0.28, -0.56, 0.18], [-0.04, -0.56, 0.66], [-0.73, 0.54, 0.30], [0.32, -0.80, 0.34], [0.18, -0.23, -0.15], [-0.02, -0.23, -0.27], [-0.09, -0.33, 0.01], [0.02, -0.02, -0.27], [0.11, -0.05, 0.08], [0.03, -0.82, 0.36], [-0.04, -0.11, -0.10], [-0.02, -0.01, -0.26], [-0.34, 0.07, -0.03], [0.10, 0.17, -0.01], [0.22, -0.04, -0.72], [0.03, 0.41, 1.06], [0.21, 0.54, -0.55], [-0.08, -0.05, -0.06], [-0.33, 0.59, 0.03], [0.00, -0.07, 0.16], [-0.15, -0.04, -0.38], [0.10, 0.19, 0.58], [-0.16, -0.02, -0.28], [0.18, -0.22, -0.06], [-0.24, 0.19, -0.70], [-0.35, 0.33, -0.66], [-0.78, -0.32, 0.42], [-0.09, 0.73, 0.34], [-0.10, 0.49, -0.64], [0.04, 0.27, -0.15], [-0.19, -0.16, -0.09], [0.61, 0.21, 0.70], [0.28, -0.07, -0.52], [-0.15, 0.23, -0.02], [-0.07, -0.09, -0.04], [-0.18, 0.08, 0.02], [0.08, 0.11, -0.01], [0.16, 0.24, -0.12], [-0.02, -0.11, 0.11], [0.00, -0.13, -0.13], [-0.11, -0.18, 0.03], [0.10, -0.01, 0.07], [0.06, -0.05, -0.19], [-0.07, -0.03, -0.03], [-0.02, 0.03, 0.05], [0.03, 0.08, -0.13], [0.17, 0.05, 0.14], [-0.02, -0.05, -0.14], [-0.03, -0.06, -0.18], [0.01, 0.08, -0.03], [0.17, 0.36, 0.23], [0.20, 0.15, 0.19], [0.08, 0.17, -0.11], [-0.03, -0.01, -0.08], [-0.11, 0.16, 0.01], [-0.02, -0.23, -0.09], [-0.01, 0.11, -0.09], [-0.10, 0.03, -0.12], [-0.17, 0.02, -0.02], [0.17, -0.04, 0.01]],
  "lowdin_charge": [1.58, -0.13, 0.14, 0.83, 0.11, -0.12, 0.74, -0.65, -0.76, -0.02, -0.64, -0.59, -0.55, -0.06, -0.50, -0.04, -0.04, 0.01, -0.02, -0.01, 0.01, -0.07, 0.08, 0.00, -0.01, -0.12, -0.07, -0.03, -0.17, -0.14, -0.07, -0.02, -0.17, -0.07, 0.00, -0.33, -0.18, -0.16, -0.10, -0.09, -0.04, -0.34, -0.16, -0.08, -0.01, -0.07, -0.04, -0.20, -0.09, -0.28, -0.07, -0.07, -0.11, -0.71, 0.14, 0.09, 0.11, 0.09, 0.10, 0.08, 0.08, 0.11, 0.12, 0.11, 0.10, 0.09, 0.10, 0.08, 0.14, 0.11, 0.10, 0.05, 0.12, 0.11, 0.12, 0.12, 0.10, 0.11, 0.13, 0.12]
}